Molecular formula: C5H8O
Method: DFT, ωB97M-V/def2-TZVPD

Structure (XYZ):
```
14
Properties=species:S:1:pos:R:3
O -1.97 1.48 0.35
C 1.34 -0.09 0.12
C 0.29 0.63 0.37
C -1.05 0.59 -0.26
C -1.69 -0.81 -0.25
C 2.59 -0.35 -0.42
H -1.71 -1.20 0.77
H -0.89 0.90 -1.31
H 2.11 -0.16 1.02
H -1.14 -1.50 -0.90
H 3.04 0.32 -1.16
H 3.20 -1.19 -0.09
H -2.72 -0.72 -0.60
H -1.44 2.09 0.88
```

Its LUMO energy is 0.061 eV. The charge is 0. For the HOMO energy, the calculation gives -8.19 eV. Its calculated total energy is -7356.780 eV.